1.
The following is a quantum chemistry calculation of a molecular structure, C37H41As2F2N3PRuS in a non-equilibrium geometry, from the Open Molecules 2025 dataset.

Properties
Multiplicity: 2
Total charge: +2
E (Ha): -7104.04028
Strongest force on any atom (Eh/bohr): 0.032
⟨S²⟩: 0.76
HOMO (spin up / spin down) (Ha): -0.4817 / -0.4888

Cartesian coordinates (Å):
1 Ru -0.735712 -0.327052 0.366944
2 As -2.944237 0.607774 -0.381479
3 As -0.354170 2.219876 0.317414
4 S 0.078288 -2.691843 -1.513366
5 P 1.717628 -0.402971 0.328013
6 F -0.436348 1.146034 5.500727
7 F -2.561185 -2.879083 4.556655
8 N 2.157228 -4.206473 -2.328701
9 N -2.070631 -1.964054 0.476227
10 N 1.581388 -2.691265 -3.770784
11 C -0.882953 0.248955 4.615117
12 C 4.092756 0.813356 -2.761149
13 C 3.101609 -4.436643 -3.424505
14 C -0.310441 3.317864 1.916003
15 C 1.313329 -3.201458 -2.567520
16 C -0.661747 0.491593 3.274347
17 C -1.763555 -1.575925 2.756523
18 C 3.653065 0.402441 -1.511878
19 C -4.483885 -0.279325 -1.139842
20 C 2.632241 -1.976515 0.457068
21 C -3.529562 -4.288080 0.806865
22 C -1.090100 -0.412768 2.310093
23 C 1.816938 0.907124 -3.534327
24 C 2.880466 0.553923 4.099715
25 C -3.642829 4.207159 -2.428628
26 C -3.783828 1.128054 1.300530
27 C 2.273556 -0.014660 2.990669
28 C 1.104289 3.064483 -0.650299
29 C -3.015133 -3.629451 1.906648
30 C 2.287231 0.262051 -1.255373
31 C 2.579525 -3.469039 -4.509107
32 C -1.941531 -1.770681 4.128416
33 C 4.029574 2.107926 2.676423
34 C -3.746848 2.867871 -2.082177
35 C -1.519421 -0.879640 5.084444
36 C 3.745503 1.628357 3.946837
37 C -2.592641 -2.614027 -0.582033
38 C 3.174874 1.065033 -3.772935
39 C -1.702858 4.442256 -1.016570
40 C 1.377209 0.503622 -2.282090
41 C -2.820437 2.329994 -1.197836
42 C -3.329190 -3.766476 -0.461811
43 C -1.778708 3.090376 -0.693484
44 C 3.432515 1.529124 1.564702
45 C 2.523783 0.480476 1.710502
46 C -2.296634 -2.450279 1.723589
47 C -2.638384 4.994732 -1.879863
48 H -4.096826 -5.199679 0.942392
49 H 3.706571 1.895341 0.585239
50 H -1.173768 3.141827 2.550630
51 H -4.356354 4.642024 -3.115434
52 H 4.115460 -4.190031 -3.111476
53 H 3.365740 -2.826954 -4.898308
54 H -4.745265 -1.115293 -0.497254
55 H -4.709551 1.658210 1.080892
56 H -4.548536 2.265929 -2.490205
57 H 3.660921 -1.723126 0.715554
58 H -2.403586 -2.175596 -1.549155
59 H -3.994839 0.241927 1.898182
60 H 4.382964 0.194335 -0.739361
61 H -5.287442 0.454699 -1.121899
62 H 2.081671 -4.771070 -1.500315
63 H -1.675060 -1.063641 6.137598
64 H -0.106174 1.367635 3.023205
65 H 2.063254 2.625687 -0.411401
66 H 0.993335 -1.983536 -4.173457
67 H -2.572818 6.043051 -2.138701
68 H 1.099977 1.102297 -4.322047
69 H -3.730532 -4.242556 -1.344766
70 H 0.606421 3.125313 2.472890
71 H 3.079061 -5.474194 -3.748993
72 H 2.676086 0.157298 5.085852
73 H 1.103922 4.110397 -0.350181
74 H 2.211008 -2.599589 1.245376
75 H -3.113652 1.775410 1.860803
76 H 4.210276 2.079345 4.813509
77 H -0.920918 5.074755 -0.616542
78 H 2.607010 -2.516972 -0.480413
79 H 4.727697 2.924224 2.545324
80 H 2.112221 -3.996638 -5.339951
81 H 3.521455 1.376084 -4.749831
82 H 5.152023 0.932716 -2.946416
83 H 1.608601 -0.857453 3.128367
84 H -4.322371 -0.633970 -2.154792
85 H -0.310135 4.353194 1.578412
86 H 0.917425 2.981885 -1.717230
87 H -3.168447 -4.017799 2.898167
88 H 0.313135 0.381767 -2.112991

Forces on the atoms, in the same order (eV/Å):
-0.20 0.14 -1.65
-0.31 0.23 1.02
-0.04 0.01 -0.06
0.23 -0.10 -0.22
-0.10 0.03 0.68
0.01 0.00 -0.03
0.00 0.03 0.07
-0.05 -0.07 0.07
0.04 -0.69 0.12
0.03 0.06 0.06
0.02 0.06 0.10
-0.02 0.01 -0.02
-0.04 0.02 0.01
0.06 0.06 0.03
-0.05 0.15 -0.10
-0.15 -0.19 -0.07
0.03 0.10 0.09
-0.03 -0.02 -0.02
0.18 -0.11 -0.29
-0.01 -0.08 0.14
-0.03 -0.05 0.02
0.06 0.14 0.76
-0.03 -0.02 0.04
-0.04 -0.02 0.01
-0.01 0.00 0.00
-0.06 -0.02 -0.09
0.08 -0.07 0.04
0.05 0.06 0.05
0.03 0.04 -0.02
0.16 -0.24 -0.14
-0.03 0.01 0.02
-0.05 -0.14 -0.14
-0.03 -0.03 0.04
-0.02 0.08 0.10
0.04 0.02 0.06
0.02 0.03 -0.02
-0.01 0.13 0.11
0.04 -0.02 -0.02
-0.04 -0.03 -0.03
0.09 0.01 -0.05
0.09 -0.10 -0.14
-0.03 -0.03 -0.04
0.09 0.09 -0.08
-0.08 0.08 -0.03
0.11 0.17 -0.21
-0.01 0.05 -0.06
0.00 0.00 0.00
0.01 0.00 0.00
-0.05 0.04 -0.01
-0.02 0.01 0.00
0.01 0.00 -0.01
0.01 0.01 0.01
0.01 0.01 0.00
-0.04 0.00 0.02
-0.01 0.00 0.02
-0.01 0.00 0.01
0.00 -0.03 0.02
-0.03 0.03 -0.02
0.01 -0.02 -0.02
-0.01 -0.03 0.00
-0.03 -0.01 -0.02
0.02 -0.02 -0.02
-0.01 0.01 -0.01
0.15 0.08 0.01
0.02 0.03 0.02
0.03 0.00 -0.03
-0.01 0.00 0.01
0.00 0.01 0.00
0.01 0.01 0.00
0.02 0.06 -0.01
-0.01 0.00 -0.01
0.00 0.01 -0.01
0.01 0.03 -0.02
0.00 0.01 0.01
0.02 0.02 0.00
0.00 -0.02 -0.01
0.02 -0.01 -0.02
-0.03 0.00 -0.01
-0.01 -0.01 0.00
0.00 -0.01 -0.01
-0.01 0.03 0.01
-0.01 -0.01 0.00
-0.02 -0.02 0.00
0.00 0.02 -0.02
-0.01 0.00 0.00
0.03 0.03 0.03
-0.01 0.00 -0.02
-0.02 -0.03 0.00

2.
The following is a quantum chemistry calculation of 2 unconnected molecules or ions with the total composition C3H9NO2S in a non-equilibrium geometry, from the Open Molecules 2025 dataset.

Properties
Multiplicity: 2
Total charge: -1
E (Ha): -723.10123
Strongest force on any atom (Eh/bohr): 0.027
⟨S²⟩: 0.76
HOMO (spin up / spin down) (Ha): -0.1498 / -0.1347

Cartesian coordinates (Å):
1 S -2.455308 0.444108 1.091676
2 O 3.197341 -0.636754 -1.858072
3 O 2.098935 -0.200457 0.439920
4 N -0.020565 1.376597 -0.341053
5 C -1.537254 -0.645432 -0.048967
6 C -0.169867 -0.085176 -0.414604
7 C 0.880653 -0.747225 0.540734
8 H 0.824335 -1.834498 0.349543
9 H 2.832308 -0.446701 -0.910947
10 H -0.792153 1.770456 0.193682
11 H 0.878634 1.520880 0.111092
12 H -2.206862 -0.753064 -0.895551
13 H -1.372233 -1.548011 0.525788
14 H 2.381963 -0.541659 -2.372920
15 H 0.151347 -0.344707 -1.426407
16 H 0.440035 -0.594702 1.559243

Forces on the atoms, in the same order (eV/Å):
0.04 -0.22 -0.15
-0.54 0.12 0.12
-0.03 0.07 0.01
-0.68 -0.53 -0.01
-0.06 1.13 0.83
0.83 0.64 -0.02
0.05 0.41 0.21
0.07 -0.31 -0.11
0.16 -0.19 -0.27
0.31 0.07 0.06
0.16 0.14 0.01
-0.06 -0.34 -0.23
-0.19 -0.55 -0.43
0.40 -0.02 0.04
-0.29 -0.42 -0.17
-0.18 -0.01 0.11

3.
The following is a quantum chemistry calculation of a molecular structure, C20H51AlBaN4O10 in a non-equilibrium geometry, from the Open Molecules 2025 dataset.

Properties
Multiplicity: 1
Total charge: +4
E (Ha): -2030.13558
Strongest force on any atom (Eh/bohr): 0.067
HOMO (Ha): -0.7019

Cartesian coordinates (Å):
1 Ba -2.060371 -0.374866 0.452324
2 Al 3.741931 -0.167270 3.811704
3 O -3.937399 1.447068 1.727518
4 O 5.768169 -1.362337 1.914779
5 O 2.046864 0.147892 -0.806714
6 O 2.652909 -0.356816 1.166603
7 O -2.177910 -2.938063 1.578084
8 O 3.230171 2.398556 2.510737
9 O -1.353241 -1.758858 -1.977826
10 O -1.393062 1.836825 -0.926361
11 O 0.814481 -1.036262 0.364437
12 O 1.750948 1.071119 -3.616458
13 N 1.834401 -0.420696 0.241734
14 N -4.523887 -1.547743 1.156904
15 N -3.598080 0.197858 -1.968696
16 N 5.842367 1.481630 2.428895
17 C -2.148808 2.323671 -1.970505
18 C -4.258593 -2.048804 2.455971
19 C 5.298839 1.971173 1.127641
20 C -0.165409 2.547198 -0.865715
21 C 0.689214 0.386604 -4.111268
22 C 2.038385 3.270636 2.655984
23 C -0.792231 -3.002444 -2.015934
24 C -3.602571 1.670835 -1.985697
25 C 1.213955 -0.764743 -4.922667
26 C -3.056069 -0.426084 -3.244129
27 C 4.083085 2.835607 1.415963
28 C -5.533797 -0.463107 1.228365
29 C 7.081919 0.739345 2.128787
30 C 5.460290 -2.540385 1.221462
31 C -3.785399 2.845488 1.899049
32 C -1.135164 -3.955984 1.646958
33 C 6.824482 -0.540060 1.206428
34 C -3.389488 -3.252220 2.354378
35 C -2.538975 -1.818415 -2.838996
36 C -5.193056 0.827786 2.150901
37 H 0.049460 0.013198 -3.311659
38 H -2.299256 -2.376162 -3.744285
39 H 4.814966 1.147736 0.602370
40 H 7.502731 0.530734 3.112402
41 H -0.103991 -3.089645 -1.175200
42 H -2.180315 0.084805 -3.644315
43 H 6.099672 2.476315 0.587643
44 H 1.573344 -0.352044 -5.865330
45 H -3.819763 -4.161195 1.933994
46 H -6.455455 -0.875653 1.638808
47 H -3.878539 -1.351651 3.202712
48 H -5.230416 -2.328858 2.862459
49 H -0.229751 -3.085619 -2.945876
50 H -1.396645 -3.904100 -2.114919
51 H -4.167497 1.877083 -1.076622
52 H -0.229071 -3.648011 1.125183
53 H -1.502445 -4.784477 1.041304
54 H -3.354002 -2.379707 -2.382061
55 H 6.315727 -3.215109 1.188450
56 H 4.384122 3.869343 1.585859
57 H -2.196886 3.411634 -1.924402
58 H 0.467298 -1.491479 -5.242774
59 H 1.468907 3.365398 1.731426
60 H -4.777660 -2.350474 0.598940
61 H 1.311121 2.912566 3.384664
62 H -3.003265 -3.562676 3.325222
63 H -4.186868 2.059036 -2.819961
64 H 0.008623 1.002104 -4.699540
65 H 5.254597 -2.289733 0.180806
66 H -1.652919 2.180063 -2.930491
67 H 0.417780 2.263195 0.010262
68 H 7.784533 1.350286 1.562044
69 H 4.551715 -3.022580 1.582144
70 H -0.380688 3.614019 -0.805297
71 H -5.789916 -0.275399 0.185649
72 H 3.535742 2.975062 0.483725
73 H 0.402451 2.466293 -1.792585
74 H -3.721642 -0.453196 -4.106902
75 H -2.955201 3.275134 1.338443
76 H -4.606114 0.139014 -1.991247
77 H 2.504774 4.226712 2.893681
78 H 1.880417 0.878104 -2.685016
79 H -4.051831 3.357488 2.823690
80 H 2.000687 -1.396936 -4.510970
81 H 6.530733 -0.351183 0.173887
82 H -5.969261 1.586644 2.052208
83 H -4.518311 3.248371 1.200028
84 H -5.080201 0.494620 3.182585
85 H 6.197495 2.329296 2.847756
86 H 7.710911 -1.174075 1.187467
87 H -0.758797 -4.438429 2.548999

Forces on the atoms, in the same order (eV/Å):
-0.43 -0.37 -0.11
0.72 0.69 -1.35
0.96 -1.61 0.41
0.97 1.42 -0.32
1.12 1.04 -0.93
1.09 0.23 0.87
0.71 0.29 0.85
-0.25 -0.35 -0.85
-3.13 1.45 -0.34
1.09 -0.69 1.13
-2.38 -1.45 1.00
0.76 1.65 0.32
0.42 0.40 -0.38
0.84 2.27 -0.15
0.52 0.47 -1.61
1.07 0.18 -2.00
-2.72 0.21 -1.57
-0.54 -1.25 1.07
-2.44 -1.05 1.49
0.03 0.86 -0.08
-1.80 -0.73 0.56
1.17 -0.02 -0.49
2.58 -1.92 -0.44
1.77 0.91 0.44
0.40 -1.51 -2.04
0.90 -0.70 1.44
-0.33 1.50 0.02
-0.28 0.44 -0.03
-0.93 -1.88 -0.33
-0.39 -0.12 -1.07
-2.08 1.35 -2.09
-0.39 -0.93 -1.69
-0.92 -0.23 2.78
2.10 -1.24 0.58
-0.53 0.72 -1.03
0.79 -0.98 -1.59
0.08 -0.39 0.52
0.33 -0.02 -0.07
0.95 -0.42 -0.25
0.45 -0.55 -0.33
-0.02 -0.20 -0.07
0.01 0.57 0.45
-0.32 0.17 -0.30
0.36 0.09 0.07
-0.47 0.22 -0.34
-0.20 0.08 0.35
0.40 0.45 -0.44
-0.05 -0.50 0.61
0.60 0.05 -0.12
-0.92 0.33 0.70
0.23 0.79 0.15
-0.25 0.74 -0.05
-0.05 -0.24 0.00
0.13 -0.12 0.51
0.10 -0.21 0.29
0.16 0.27 0.73
-0.50 0.18 0.33
-0.63 0.25 0.31
0.38 -0.06 -0.37
-0.62 0.27 -0.46
0.75 -0.20 0.40
-0.37 0.10 0.29
0.24 0.23 -0.18
0.53 0.37 -0.52
-0.02 -0.01 -0.39
0.13 -0.52 -0.18
-0.09 -0.29 -0.13
0.12 0.36 -0.01
0.30 0.10 0.51
-0.07 0.17 0.31
0.06 0.85 0.09
-0.52 -0.43 -0.12
0.17 -0.49 -0.02
-0.51 -0.24 0.36
0.99 -0.73 0.83
-0.34 -1.38 0.05
-0.68 0.25 0.29
0.27 -0.42 0.28
0.63 -0.77 0.52
0.11 0.53 0.50
-0.22 0.19 0.08
-0.27 -0.33 0.04
-0.78 0.42 0.10
-0.21 0.20 0.03
-0.28 0.28 1.16
0.23 0.12 0.08
-0.86 0.83 0.91